# 1
A structure of composition C30H39AsBrF6N2O3PSiTi, computed with ωB97M-V/def2-TZVPD.

XYZ file:
```
85
Properties=species:S:1:pos:R:3:forces:R:3
Br 7.34911 -3.11328 3.28885 0.0 0.0 0.0
As -1.99199 0.02376 -0.78980 0.3 0.0 0.0
Ti 0.36261 -0.45387 0.44466 -0.3 0.0 0.9
P 0.05902 -3.64908 0.34652 0.0 0.3 0.1
Si 1.93703 -0.32753 -4.37452 0.0 0.0 0.0
F 0.81686 -4.83785 -0.29945 0.0 -0.1 0.1
F 0.55967 -3.94432 1.82650 0.0 0.0 -0.1
F 1.33145 -2.59314 0.17864 0.1 0.1 -0.3
F -0.49375 -3.08982 -1.04353 0.0 -0.1 0.0
F -0.67875 -2.13400 1.06042 -0.2 -0.1 -0.3
F -1.31261 -4.36481 0.62646 0.0 -0.1 0.0
O -0.93298 0.19493 2.06101 0.3 0.1 -0.1
O 1.59146 -0.53715 1.85097 0.0 0.0 -0.1
O 3.45144 -0.36932 0.63754 0.1 0.0 0.1
N 0.68559 1.71835 0.37613 0.2 0.0 -0.1
N -0.76770 -1.27815 3.76100 0.0 0.2 -0.1
C 4.78278 -3.30787 4.49478 0.1 0.0 0.0
C -0.81269 -0.04196 3.28688 0.0 -0.2 0.1
C 5.50318 -2.75289 3.44723 -0.1 0.1 -0.1
C 2.96806 1.22160 -4.58405 -0.1 -0.1 0.0
C 0.72992 1.55706 4.31037 0.1 0.0 -0.1
C 0.85450 -0.33185 -1.48047 -0.2 -0.1 0.0
C 2.20402 3.47059 -0.20013 0.0 -0.1 0.0
C -5.43273 1.13269 -0.66508 0.0 0.0 0.0
C 2.89331 -0.80754 1.61601 -0.2 0.0 0.1
C 4.88529 -1.94018 2.51323 0.0 0.0 0.1
C -0.15003 2.64782 0.85490 -0.1 0.0 0.1
C 1.85441 2.13805 -0.14224 0.0 0.0 0.0
C 2.95839 -1.88752 -4.47110 -0.1 0.1 -0.1
C 1.23734 -0.27803 -2.63793 0.1 -0.1 -0.2
C 2.79219 -2.23065 3.68515 0.0 0.0 0.0
C 3.42617 -3.04606 4.60734 0.0 0.0 0.0
C -6.63648 -1.26502 -1.35044 0.0 0.0 0.0
C 0.47497 -0.35972 -5.54312 0.1 0.0 0.1
C -4.83192 -0.06555 -0.28847 0.1 0.0 0.0
C -0.68645 1.10596 4.26423 -0.2 0.1 0.1
C 1.33198 4.44485 0.27664 0.0 -0.1 0.0
C -2.13466 1.74845 -1.66671 -0.1 -0.1 0.0
C 0.13001 3.99824 0.81778 0.0 -0.1 0.0
C -3.51630 -0.06812 0.43446 -0.1 0.1 0.0
C 3.52348 -1.67802 2.64050 0.2 0.1 -0.1
C -7.22215 -0.06637 -1.72962 0.0 0.0 0.0
C -6.61999 1.13325 -1.38139 0.0 0.0 0.0
C 1.66490 5.89893 0.19058 0.0 0.1 0.0
C -5.44852 -1.26448 -0.63508 0.0 0.0 0.0
C -2.43536 -1.18721 -2.22631 -0.1 0.1 0.0
H -4.99805 -2.20478 -0.33885 0.0 0.0 0.0
H -0.59087 4.69752 1.21964 0.0 0.0 0.0
H 2.51845 1.36687 -0.50230 0.0 0.0 0.0
H 2.86645 -3.49066 5.41916 0.0 0.0 0.0
H -7.08023 2.07206 -1.65994 0.0 0.0 0.0
H 2.37856 -2.75598 -4.15682 0.0 0.0 0.0
H 3.84268 -1.82726 -3.83626 0.0 0.0 0.0
H -0.05147 -1.31371 -5.49349 0.0 0.0 0.0
H -0.76420 -2.05411 3.11297 0.0 -0.1 0.0
H 5.28174 -3.94294 5.21345 0.0 0.0 0.0
H -1.06334 2.27862 1.29881 0.0 0.0 0.0
H -1.21458 1.93241 -2.21951 0.0 0.0 0.0
H 3.29123 -2.06001 -5.49678 0.0 0.0 0.0
H -1.56921 -1.26070 -2.87969 0.0 0.0 0.0
H -0.69763 -1.45653 4.74770 0.0 0.0 0.0
H -4.97675 2.07645 -0.38662 0.0 0.0 0.0
H -8.14820 -0.06911 -2.28827 0.0 0.0 0.0
H 3.16483 3.74023 -0.61680 0.0 0.0 0.0
H 1.06118 2.35877 3.66910 0.0 0.0 0.0
H 3.75172 1.27703 -3.82769 0.0 0.0 0.0
H 2.35478 2.12081 -4.50933 0.0 0.0 0.0
H 2.72781 6.06958 0.35300 0.0 0.0 0.0
H 5.44006 -1.51290 1.68987 0.0 0.0 0.0
H 0.80850 -0.21951 -6.57282 0.0 0.0 0.0
H 1.41880 6.27238 -0.80533 0.0 0.0 0.0
H -2.67246 -2.16964 -1.82695 0.0 0.0 0.0
H -2.98199 1.72846 -2.35218 0.0 0.0 0.0
H 3.44957 1.22648 -5.56340 0.0 0.0 0.0
H -3.41663 0.78533 1.10710 0.0 0.0 0.0
H 1.46336 0.99793 4.87046 0.0 0.0 0.0
H -3.29640 -0.78585 -2.75998 0.0 0.0 0.0
H -3.37701 -0.97102 1.03045 0.0 0.0 -0.1
H -1.33555 1.90675 3.90858 0.0 0.0 0.0
H -1.04020 0.80088 5.25269 0.0 -0.1 0.0
H -2.28608 2.54178 -0.93882 0.0 0.0 0.0
H 1.09947 6.48180 0.91520 0.0 0.0 0.0
H -0.23786 0.43454 -5.31599 0.0 0.0 0.0
H -7.10922 -2.20372 -1.60636 0.0 0.0 0.0
H 1.73470 -2.03138 3.75669 0.0 0.0 0.0
```
Positions in Å, forces in eV/Å.

molecular weight = 851.39 g/mol
ΔE to the lowest compared entry with this formula, charge and spin = 75.1 kcal per mole
spin multiplicity = 2
HOMO level (spin up / spin down) = -11.17 / -11.17 eV
net charge = +1
frontier orbital gap (spin up / spin down) = 7.1 / 7.1 eV
expectation value of S² = 0.754

Atomic partial charges in e from the Löwdin method, atoms 1 to 2: Br 0.773; As 1.191


# 2
A cluster of 4 separate species, C2H14NO3 in total, computed with ωB97M-V/def2-TZVPD.

XYZ file:
```
20
Properties=species:S:1:pos:R:3:forces:R:3
O 2.20168 0.64598 -1.52959 1.8 -0.8 -0.2
O -0.29234 1.99627 1.28784 -0.8 -1.6 -1.3
O 1.64007 -0.49623 1.52759 1.9 -2.4 -1.4
N -1.38669 0.02689 -0.27748 1.7 -4.2 -1.1
C -0.51891 -0.53578 -1.43631 -0.2 0.1 2.0
C -1.64544 -1.05258 0.76781 -1.2 0.6 -0.5
H -2.05452 -1.98885 0.32202 0.7 0.8 0.0
H 0.27268 -1.10318 -0.92384 -0.2 0.5 -0.3
H 3.13815 0.37576 -1.79867 -2.0 0.9 0.3
H -0.85924 0.76470 0.08954 1.1 1.8 1.3
H 2.28424 -0.36930 0.76333 -1.3 0.5 1.2
H 1.92451 1.37836 -2.09243 0.5 0.0 0.0
H 1.88424 -1.46730 1.70991 -0.8 2.0 0.2
H -2.25719 0.40468 -0.49310 -1.8 0.8 -1.2
H -2.44244 -0.60738 1.34595 -0.1 -0.2 0.6
H -0.78082 -1.19475 1.38662 0.5 -0.1 0.0
H -0.12682 0.26411 -2.00901 0.4 0.7 -0.3
H -0.13339 2.82308 1.67805 0.4 1.7 0.9
H 0.20390 1.32595 1.74756 0.7 -0.2 0.6
H -1.05166 -1.19044 -2.06580 -1.0 -0.7 -0.5
```
Positions in Å, forces in eV/Å.

molecular weight = 100.14 g/mol
ΔE to the lowest compared entry with this formula, charge and spin = 28.4 kcal per mole
spin multiplicity = 1
HOMO level = -15.33 eV
net charge = +1
frontier orbital gap = 12.5 eV

Atomic partial charges in e from the Löwdin method, atoms 1 to 2: O -0.086; O -0.005


# 3
A structure of composition C29H63AsN6OPdSSi3, computed with ωB97M-V/def2-TZVPD.

XYZ file:
```
105
Properties=species:S:1:pos:R:3:forces:R:3
Pd -0.69657 0.34387 -0.17827 -0.5 -0.1 0.0
As 1.33655 1.77299 0.27027 0.3 0.0 0.3
S -0.86364 -0.76449 2.06741 0.3 0.0 0.3
Si 1.89531 2.25135 2.56818 -0.1 0.0 -0.2
Si 3.40267 1.00502 -0.68366 -0.1 0.2 0.0
Si 0.89425 3.88804 -0.75409 0.1 -0.1 0.1
O -2.07156 1.83316 1.22916 -0.2 0.1 -0.1
N 0.59189 -2.77065 -0.19654 -0.1 -0.3 0.1
N -2.12813 -3.15475 1.80815 0.0 0.0 0.0
N -1.13929 -2.69298 3.83960 0.1 -0.1 0.0
N -2.71985 0.16728 -1.56660 0.0 0.1 -0.1
N 0.99219 -3.04011 -2.46504 -0.1 0.0 0.0
N 0.11830 -1.02623 -1.60024 -0.1 -0.2 -0.3
C 1.17711 -4.98260 -0.98202 0.0 0.0 0.0
C -0.06937 -1.51234 -4.02421 0.0 0.0 0.0
C -3.35080 1.27058 -1.99968 0.0 0.0 0.0
C -4.37513 1.20434 -2.93831 0.0 0.0 0.0
C 1.03687 -2.52334 -3.82977 0.1 0.0 0.1
C -0.47085 4.71667 0.21541 0.0 0.1 0.0
C -2.93020 2.58892 -1.42591 0.1 0.1 0.0
C -3.48850 1.95667 0.96581 0.1 0.0 0.1
C -2.77964 -2.70327 0.59024 0.1 -0.1 0.1
C -3.08339 -1.00899 -2.09303 0.1 0.0 0.0
C 4.83636 1.76719 0.22309 0.1 0.0 0.1
C 3.48902 -0.84761 -0.49992 0.1 -0.1 0.0
C 0.56626 -2.25351 -1.44590 0.2 0.1 -0.1
C 3.23556 3.52436 2.73638 0.1 0.1 0.1
C 2.47645 4.86332 -0.67487 0.0 0.1 -0.1
C 1.71383 -4.28811 -2.21654 0.1 0.1 0.0
C 2.49867 0.64707 3.28668 0.2 -0.1 0.0
C -3.69268 2.95015 -0.15019 -0.1 0.0 -0.1
C 0.07159 -0.45290 -2.94664 0.1 -0.1 0.0
C -1.41212 -2.33044 2.57716 -0.1 0.2 0.0
C -4.76093 -0.01881 -3.45048 0.0 0.0 0.0
C -4.09240 -1.15655 -3.02205 0.0 0.0 0.0
C -2.07482 -4.61128 1.94663 0.0 0.1 0.1
C 3.50553 1.55989 -2.46309 0.0 0.0 -0.1
C 0.39179 3.59107 -2.52826 0.0 -0.1 -0.1
C 1.25457 -4.01140 0.17680 0.0 0.1 0.0
C 0.37034 2.90417 3.41203 -0.1 0.1 0.0
C -0.05869 -2.07467 4.60698 -0.1 0.0 0.0
C -2.11831 -3.41659 4.65936 0.0 0.0 -0.1
H -0.76196 0.24852 -2.98967 0.0 0.0 0.0
H -0.72554 4.19655 1.13658 0.0 -0.1 0.0
H 2.55005 1.61819 -2.97766 -0.1 -0.1 0.0
H -1.04064 -2.00639 -3.94975 0.0 0.0 0.0
H -3.72628 -3.23271 0.48549 0.0 0.0 0.0
H -1.85657 2.56405 -1.21218 -0.1 0.0 0.0
H -0.17984 2.67043 -2.65984 0.0 0.0 0.0
H -2.50857 -1.86373 -1.76512 0.0 0.1 -0.1
H -1.90902 -5.03025 0.95347 0.0 0.0 0.0
H -2.14250 -2.93729 -0.26471 0.0 0.0 0.1
H 4.73114 2.83184 0.42408 0.0 0.0 -0.1
H 0.97801 0.12683 -3.13371 0.1 0.1 0.0
H 1.25829 3.54227 -3.18803 0.0 0.0 0.0
H -3.08427 -3.43055 4.16414 0.0 0.0 0.0
H 2.62860 5.30162 0.31087 0.0 0.0 0.0
H -3.38602 3.94327 0.18010 0.0 0.0 0.0
H -0.55186 2.41520 3.10847 0.0 0.0 0.0
H 0.93326 -3.37362 -4.50324 0.0 0.0 0.0
H 4.14621 0.86790 -3.01612 0.0 0.0 0.0
H 1.84183 -0.18831 3.06456 -0.1 -0.1 0.0
H -4.76485 3.00204 -0.35752 0.0 0.0 0.0
H 4.54160 -1.13247 -0.42006 0.0 0.0 0.0
H 1.76113 -5.87760 -0.77367 0.0 0.0 0.0
H 4.21647 3.16948 2.42972 0.0 0.0 0.0
H 1.60051 -4.91047 -3.10290 0.0 0.0 0.0
H -1.37400 4.79965 -0.38801 0.0 0.0 0.0
H 2.01319 -2.06405 -4.02699 0.0 0.0 0.0
H -1.79845 -4.43497 4.87724 0.0 0.0 0.0
H 3.96859 2.54640 -2.52406 0.0 0.0 0.0
H 5.04603 1.25652 1.16419 0.0 0.0 0.0
H 2.58519 0.73828 4.37233 0.0 0.0 0.0
H 0.14109 -5.28476 -1.15259 0.0 0.0 0.0
H -0.23576 4.41872 -2.86710 0.0 0.0 0.0
H 3.06973 -1.35446 -1.36649 -0.1 -0.1 -0.1
H -4.33720 -2.13716 -3.40440 0.0 0.0 0.0
H -5.55803 -0.08512 -4.17830 0.0 0.0 0.0
H 0.25919 3.97192 3.21483 0.0 0.0 0.0
H 3.35912 4.27750 -0.93202 0.0 0.0 0.0
H -4.85779 2.11545 -3.26600 0.0 0.0 0.0
H -2.22448 -2.87463 5.59826 0.0 0.0 0.0
H -2.96628 -1.63454 0.63152 0.0 0.0 0.0
H -1.24695 -4.89770 2.58855 0.0 0.0 0.1
H -3.07284 3.37242 -2.17203 0.0 0.0 0.0
H 5.71338 1.64438 -0.41904 0.0 0.0 0.0
H 2.97689 -1.20464 0.39367 0.0 0.0 0.0
H 0.35859 -2.12452 0.53975 0.0 0.2 0.0
H 0.83348 -1.98506 3.99599 0.0 0.0 0.0
H 3.02708 4.46559 2.23183 0.0 0.0 0.0
H 3.28768 3.74039 3.80878 0.0 0.0 0.0
H 0.00098 -1.06235 -5.01370 0.0 0.0 0.0
H 0.48380 2.78673 4.49244 0.0 0.0 0.0
H -3.98551 2.30899 1.87118 0.0 0.0 0.0
H -0.16121 5.73096 0.47742 0.0 0.0 0.0
H 0.75443 -4.40641 1.06167 0.0 0.0 0.0
H -3.00448 -5.01749 2.34328 0.0 0.0 0.0
H -3.88972 0.97064 0.71113 0.0 0.0 0.0
H 2.78468 -4.08365 -2.09802 0.0 0.0 0.0
H -0.34604 -1.08820 4.97454 0.0 0.0 0.0
H 0.15408 -2.72616 5.45124 0.0 0.0 0.0
H 2.29989 -3.82230 0.44568 0.0 0.0 0.0
H -1.99138 1.36221 2.07000 0.1 0.0 0.0
H 3.49383 0.41588 2.89799 0.0 0.0 0.0
H 2.41175 5.68624 -1.39212 0.0 0.0 0.0
```
Positions in Å, forces in eV/Å.

molecular weight = 809.53 g/mol
spin multiplicity = 3
HOMO level (spin up / spin down) = -12.85 / -13.52 eV
net charge = +2
frontier orbital gap (spin up / spin down) = 8.8 / 6.6 eV
expectation value of S² = 2.007

Atomic partial charges in e from the Löwdin method, atoms 1 to 2: Pd 0.588; As 0.846


# 4
The molecule C9H15ClN2, computed with ωB97M-V/def2-TZVPD.

XYZ file:
```
27
Properties=species:S:1:pos:R:3:forces:R:3
Cl 0.62070 2.38707 -0.61386 0.2 0.5 -0.3
N -1.76609 1.31295 2.00368 -1.6 0.4 0.7
N -1.99450 -1.56941 0.52213 -0.7 -0.1 -0.5
C 0.26081 -0.22973 -1.34690 1.5 -0.9 1.2
C -1.49394 0.68255 1.01613 3.0 -1.7 -2.3
C 1.49596 0.28647 0.91625 0.6 1.8 0.0
C 0.51223 0.70744 -0.16781 -3.2 -0.2 1.7
C 0.85183 -0.79474 1.76501 1.3 -2.1 -0.9
C 2.78922 -0.18678 0.23713 0.3 0.6 2.4
C -1.00575 0.00462 -2.14688 0.7 1.8 -0.5
C -1.97834 -0.37063 0.09067 -0.2 0.7 2.3
C -2.16026 0.34482 -1.19670 -0.5 -1.7 -1.0
H -0.80348 0.88072 -2.77545 -0.2 0.2 0.2
H 1.81289 1.27317 1.51330 -1.1 -2.2 -0.9
H -0.00045 -0.41067 2.23653 -0.9 0.4 1.1
H -2.12576 1.37035 -0.93346 0.0 1.1 -0.2
H 3.63678 -0.24106 0.97646 -1.0 -1.0 -0.5
H -1.17786 2.00871 2.40867 0.8 0.4 0.1
H -2.33916 -2.28323 -0.13806 0.4 0.6 -0.1
H 0.38948 -1.68753 1.11327 1.6 1.8 1.5
H 1.21638 -0.05987 -1.88399 -0.7 -0.6 -0.6
H 1.63189 -1.12837 2.50983 -1.1 -0.1 -0.7
H 0.28299 -1.28044 -0.90595 0.0 1.2 -0.7
H 2.53692 -1.03941 -0.34548 0.6 -1.0 -0.4
H -1.20425 -0.70927 -2.92459 -0.2 -1.0 0.2
H -3.14610 0.12452 -1.59684 -0.1 -0.1 -0.3
H 3.15783 0.60773 -0.33309 0.3 1.2 -1.6
```
Positions in Å, forces in eV/Å.

molecular weight = 186.69 g/mol
ΔE to the lowest compared entry with this formula, charge and spin = 55.3 kcal per mole
spin multiplicity = 1
HOMO level (spin up / spin down) = -7.37 / -7.37 eV
net charge = 0
frontier orbital gap (spin up / spin down) = 8.0 / 8.0 eV

Atomic partial charges in e from the Löwdin method, atoms 1 to 2: Cl 0.679; N 0.190